Formula: C4H6OS
Source: the Open Molecules 2025 dataset
Level of theory: ωB97M-V/def2-TZVPD

CARTESIAN COORDINATES (ANGSTROEM)
C  -1.1684  1.6955  0.1385
C  -0.5291  0.5446  -0.3049
C  -1.3674  -0.7451  -0.5203
O  -2.5708  -0.7633  -0.2897
S  1.2797  0.5108  -0.7570
C  1.9294  -0.7857  0.3249
H  -2.3030  1.8924  0.2179
H  -0.5574  2.5895  0.2939
H  -0.8961  -1.8636  -0.5695
H  1.0806  -1.5077  0.2082
H  2.8899  -1.2051  -0.1140
H  2.2126  -0.3623  1.3721

Values from the calculation:
* energy: -629.3570 Ha
* molecular weight: 102.158 g/mol
* Kohn-Sham gap: 0.32293 hartree
* net charge: 0
* E_HOMO: -9.03 eV
* SMILES: C=C(C=O)SC
* max |F|: 2.73 eV/Å
* relative energy (zero: lowest compared OMol25 entry of this formula, charge and spin): 2.454 eV
* LUMO level: -0.0088 Eh

These are the Löwdin partial charges, in e, on atoms 1 to 5: C 0.0231; C -0.5295; C -0.2674; O 0.0047; S 0.7776

Formula: C11H15N
Source: the Open Molecules 2025 dataset
Level of theory: ωB97M-V/def2-TZVPD

CARTESIAN COORDINATES (ANGSTROEM)
C  -2.3578  -1.6937  2.1412
C  -1.6656  -1.4821  0.8302
C  -2.1683  -1.5884  -0.4233
N  -1.1580  -1.5147  -1.3556
C  0.0310  -1.3242  -0.7015
C  1.3185  -1.2380  -1.2178
C  2.3325  -0.9557  -0.3168
C  2.0805  -0.8254  1.0536
C  0.8073  -1.0391  1.5528
C  -0.2394  -1.3235  0.6837
H  -1.7550  -2.3762  2.7437
H  -3.3589  -2.0888  1.9837
H  -2.4243  -0.7859  2.7386
H  -3.1912  -1.7650  -0.7139
H  -1.2955  -1.4354  -2.3478
H  1.5396  -1.5006  -2.2454
H  3.3405  -0.8010  -0.6735
H  2.8899  -0.5857  1.7344
H  0.6717  -1.0648  2.6257
C  1.0714  3.3394  -1.5763
C  0.0861  3.0160  -0.4685
H  2.0731  3.4926  -1.1735
H  1.1516  2.5851  -2.3607
H  0.8057  4.2919  -2.0335
H  -0.8109  2.4879  -0.8160
H  -0.2494  3.8885  0.0864
H  0.4748  2.2867  0.2502

Values from the calculation:
* energy: -482.9065 Ha
* molecular weight: 161.248 g/mol
* Kohn-Sham gap: 0.32137 hartree
* net charge: 0
* E_HOMO: -7.84 eV
* SMILES: Cc1c[nH]c2ccccc12.CC
* max |F|: 1.26 eV/Å
* relative energy (zero: lowest compared OMol25 entry of this formula, charge and spin): 0.237 eV
* LUMO level: 0.0331 Eh

These are the Löwdin partial charges, in e, on atoms 1 to 5: C -0.0483; C -0.2326; C -0.0654; N 0.0737; C -0.2238

Formula: C3H5N2
Source: the Open Molecules 2025 dataset
Level of theory: ωB97M-V/def2-TZVPD

CARTESIAN COORDINATES (ANGSTROEM)
C  -1.5556  0.2057  -0.5948
C  -0.6173  -0.6207  -0.2215
C  0.7864  -0.0260  0.4606
N  1.9666  0.4319  -0.0516
N  2.9071  0.7738  -0.4608
H  -2.5483  -0.2056  -0.8234
H  -1.6075  1.2991  -0.4587
H  -0.6275  -1.7811  -0.3125
H  0.2329  0.7002  1.1775
H  1.0633  -0.7773  1.2852

Values from the calculation:
* energy: -226.4329 Ha
* molecular weight: 69.087 g/mol
* Kohn-Sham gap: 0.36611 hartree
* net charge: +1
* E_HOMO: -15.64 eV
* SMILES: C=CC[N+]#N
* max |F|: 6.80 eV/Å
* relative energy (zero: lowest compared OMol25 entry of this formula, charge and spin): 4.338 eV
* LUMO level: -0.2087 Eh

These are the Löwdin partial charges, in e, on atoms 1 to 5: C 0.0185; C -0.1072; C -0.1128; N 0.0757; N 0.4330

Formula: C20H25F4N3O9S
Source: the Open Molecules 2025 dataset
Level of theory: ωB97M-V/def2-TZVPD

CARTESIAN COORDINATES (ANGSTROEM)
C  5.1864  0.0662  2.7279
C  4.0588  1.0909  2.8863
O  4.1208  2.1493  1.9420
C  2.9660  2.2665  1.1440
C  1.8626  3.1455  1.7466
O  1.6700  3.0012  3.1587
N  0.6943  2.0496  3.4413
C  0.9883  1.3171  4.6759
C  0.3776  -0.0854  4.6101
O  0.7846  -0.7529  3.4341
C  -0.2761  -1.1991  2.6238
C  0.1273  -0.9894  1.1396
F  1.4454  -0.8864  1.0474
F  -0.4580  0.0778  0.6245
F  -0.2303  -2.0380  0.4023
S  -0.8650  2.7470  3.5002
O  -1.6010  2.3877  2.3566
O  -1.5248  2.4611  4.7174
F  -0.6034  4.2884  3.4631
H  6.0193  0.3338  3.3755
H  4.8073  -0.8826  3.1181
H  5.4810  -0.1084  1.6965
H  4.1081  1.5168  3.8930
H  3.1026  0.5659  2.8086
H  2.6203  1.2776  0.8351
H  3.2879  2.7712  0.2282
H  2.0171  4.1867  1.4790
H  0.9268  2.8500  1.2595
H  2.0560  1.1692  4.7983
H  0.6678  1.8437  5.5753
H  -0.7023  -0.0350  4.7579
H  0.7900  -0.6379  5.4600
H  -0.4257  -2.2736  2.7476
H  -1.1996  -0.6369  2.7640
O  -2.5858  -3.7018  0.9889
N  -3.5823  -4.0380  0.3726
O  -4.5506  -4.5810  0.8671
C  -3.6136  -3.7646  -1.0713
C  -2.5133  -3.1773  -1.6652
C  -2.5314  -2.9329  -3.0267
C  -3.6454  -3.2739  -3.7811
C  -4.7478  -3.8574  -3.1698
C  -4.7351  -4.1059  -1.8060
H  -1.6461  -2.9103  -1.0835
H  -1.6723  -2.4775  -3.5013
H  -3.6548  -3.0855  -4.8470
H  -5.6169  -4.1207  -3.7570
H  -5.5931  -4.5607  -1.3329
O  0.7257  0.9475  -7.7857
N  0.7630  0.2925  -6.7619
O  1.2142  -0.8342  -6.6757
C  0.2190  0.9043  -5.5400
C  -0.3362  2.1694  -5.6061
C  -0.8684  2.7330  -4.4574
C  -0.8369  2.0318  -3.2598
C  -0.2674  0.7669  -3.2072
C  0.2642  0.1966  -4.3523
H  -0.3620  2.7169  -6.5370
H  -1.3111  3.7190  -4.4967
H  -1.2584  2.4714  -2.3646
H  -0.2419  0.2239  -2.2712
H  0.7044  -0.7893  -4.3093

Values from the calculation:
* energy: -2415.8903 Ha
* molecular weight: 559.491 g/mol
* Kohn-Sham gap: 0.33967 hartree
* net charge: 0
* E_HOMO: -9.81 eV
* SMILES: CCOCCON(CCOCC(F)(F)F)S(=O)(=O)F.O=[N+]([O-])c1ccccc1.O=[N+]([O-])c1ccccc1
* max |F|: 1.93 eV/Å
* LUMO level: -0.0210 Eh

These are the Löwdin partial charges, in e, on atoms 1 to 5: C -0.0546; C -0.2722; O -0.1265; C -0.1820; C -0.1307

Formula: C21H36F7IN3O6P2
Source: the Open Molecules 2025 dataset
Level of theory: ωB97M-V/def2-TZVPD

CARTESIAN COORDINATES (ANGSTROEM)
C  -0.8902  2.2154  2.8390
C  -0.5785  2.3980  1.3332
C  -1.4718  3.4580  0.6406
C  -2.6898  2.9126  -0.1892
C  -3.1267  1.5337  0.1711
C  -3.9277  1.3100  1.3382
I  -4.4095  2.9957  2.5222
C  -4.3619  0.0487  1.6583
C  -5.2554  -0.2204  2.8821
F  -6.3074  0.6027  2.9042
F  -4.4825  -0.0623  3.9747
C  -5.8325  -1.6561  2.9220
F  -6.3920  -1.9110  1.7100
F  -4.8927  -2.5849  3.1441
C  -6.9885  -1.8492  3.9687
F  -6.7475  -1.1903  5.0885
F  -7.0767  -3.1529  4.2258
F  -8.1526  -1.4903  3.4497
N  -3.9904  -0.9893  0.8764
C  -3.2238  -0.8635  -0.2054
C  -2.8844  -2.1458  -0.9184
C  -1.4819  -2.6783  -0.4798
C  -0.9547  -2.0582  0.8103
N  0.3685  -2.6607  1.1178
C  -2.7790  0.4037  -0.6073
P  -1.7177  0.6669  -2.0873
N  -1.1166  -0.6220  -2.6849
O  -0.5362  1.6567  -1.6239
O  -2.5920  1.4099  -3.2058
H  -1.2768  3.1629  3.2106
H  0.0028  1.9103  3.3841
H  -1.6337  1.4313  3.0139
H  0.4381  2.7972  1.2978
H  -0.5463  1.4448  0.8070
H  -1.8381  4.1811  1.3681
H  -0.8288  4.0028  -0.0503
H  -2.4136  2.9948  -1.2378
H  -3.5366  3.5933  -0.0687
H  -4.2734  -1.9355  1.1080
H  -3.6290  -2.8947  -0.6286
H  -2.9179  -2.0031  -1.9951
H  -1.5832  -3.7471  -0.2925
H  -0.7673  -2.4780  -1.2709
H  -0.7961  -0.9745  0.7293
H  -1.5959  -2.2385  1.6812
H  0.4461  -2.7572  2.1225
H  1.0304  -1.9498  0.8280
H  -0.1035  -0.6197  -2.6603
H  0.1366  1.6524  -2.3236
H  -3.5034  1.5715  -2.9235
O  3.1339  0.6378  -2.2372
P  4.5303  0.1129  -2.1847
O  4.5121  -1.0107  -1.0030
C  3.6444  -2.1310  -1.1558
C  4.0656  -3.0427  -2.2927
O  5.2719  1.3507  -1.4069
C  4.8556  2.7015  -1.6274
C  4.1398  3.2299  -0.4021
O  5.8671  -0.3651  -2.9334
C  7.2042  -0.2508  -2.4135
C  7.5576  -1.3226  -1.4074
H  2.6184  -1.7774  -1.3011
H  3.6745  -2.6834  -0.2164
H  3.9867  -2.5320  -3.2573
H  3.4347  -3.9313  -2.3238
H  5.1035  -3.3517  -2.1758
H  4.2222  2.7783  -2.5108
H  5.7547  3.2913  -1.8169
H  3.3116  2.5769  -0.1232
H  3.7518  4.2344  -0.5797
H  4.8203  3.2639  0.4497
H  7.4053  0.7426  -2.0237
H  7.8514  -0.3649  -3.2844
H  7.0866  -1.1374  -0.4429
H  8.6369  -1.3345  -1.2511
H  7.2407  -2.3062  -1.7529

Values from the calculation:
* energy: -3116.8293 Ha
* molecular weight: 748.372 g/mol
* Kohn-Sham gap: 0.28313 hartree
* net charge: +1
* E_HOMO: -12.16 eV
* max |F|: 6.45 eV/Å
* LUMO level: -0.1639 Eh

These are the Löwdin partial charges, in e, on atoms 1 to 5: C -0.1125; C -0.2365; C -0.1807; C -0.2016; C -0.1983

Formula: C21H62N4O8
Source: the Open Molecules 2025 dataset
Level of theory: ωB97M-V/def2-TZVPD

CARTESIAN COORDINATES (ANGSTROEM)
C  -2.1032  3.1368  -3.3406
C  -3.4635  2.3814  -3.6405
O  -3.8163  1.4740  -2.6289
H  -1.5079  3.2139  -4.2504
H  -1.5795  2.6450  -2.5208
H  -2.3452  4.1648  -3.0706
H  -3.4214  1.7957  -4.5588
H  -4.2748  3.1023  -3.7410
H  -3.1922  0.7448  -2.6490
C  2.2792  -3.5591  -0.0996
C  3.3454  -2.6495  0.3105
C  3.6226  -2.5112  1.8632
O  2.3829  -1.8337  2.3755
C  2.3551  -0.4419  2.1327
N  4.5198  -3.1742  -0.3473
H  2.2743  -4.2999  0.7000
H  2.4846  -4.0094  -1.0707
H  1.2866  -3.1352  -0.2523
H  3.3221  -1.6718  -0.1708
H  4.4505  -1.8138  1.9909
H  3.7880  -3.4946  2.3033
H  2.8967  -0.1694  1.2269
H  2.8414  0.0915  2.9495
H  1.3269  -0.0895  2.0510
H  5.3320  -2.6220  -0.1118
H  4.7737  -4.0409  0.1048
C  -3.1773  -5.4671  -5.1299
C  -2.8673  -3.9291  -5.2099
C  -1.3958  -3.5743  -5.2549
O  -1.2628  -2.2211  -4.8939
C  -0.0796  -1.5419  -5.2356
N  -3.7032  -3.2860  -6.1700
H  -4.2015  -5.7471  -4.8834
H  -2.4550  -5.9134  -4.4464
H  -3.1156  -5.7945  -6.1678
H  -3.2529  -3.5545  -4.2617
H  -1.1145  -3.9052  -6.2547
H  -0.7875  -4.1183  -4.5325
H  0.8665  -2.0111  -4.9656
H  -0.1283  -0.5153  -4.8727
H  -0.1251  -1.4077  -6.3163
H  -3.4301  -2.3383  -6.3874
H  -4.6544  -3.2580  -5.8314
C  -4.5397  -7.1736  0.5694
C  -3.7254  -7.8074  -0.5646
C  -2.2713  -7.2950  -0.6334
O  -2.2891  -6.1066  -1.5129
C  -1.0097  -5.4770  -1.5056
N  -3.7653  -9.1982  -0.1649
H  -5.5666  -7.5299  0.6514
H  -4.6965  -6.0978  0.4911
H  -4.0676  -7.2528  1.5486
H  -4.3051  -7.5621  -1.4544
H  -1.6257  -8.0840  -1.0190
H  -1.8863  -6.9223  0.3157
H  -0.2208  -6.0552  -1.9867
H  -0.5746  -5.1824  -0.5506
H  -1.1886  -4.5424  -2.0372
H  -2.8323  -9.3885  0.1719
H  -4.3420  -9.3371  0.6525
C  -0.6754  -0.2900  -1.0072
C  -1.7956  -1.2077  -1.4443
C  -2.9045  -1.3554  -0.4014
O  -2.5895  -2.3853  0.5610
C  -3.6288  -2.6739  1.4614
N  -2.2023  -0.7864  -2.7647
H  -0.2704  -0.6738  -0.0709
H  -1.0058  0.7204  -0.7665
H  0.2393  -0.2797  -1.5999
H  -1.5382  -2.2539  -1.6099
H  -3.8462  -1.5645  -0.9089
H  -3.0830  -0.4106  0.1120
H  -3.4207  -3.5525  2.0720
H  -4.5164  -2.7709  0.8362
H  -3.7048  -1.8159  2.1295
H  -3.1030  -1.2222  -2.9026
H  -1.6851  -1.2092  -3.5222
C  1.8314  2.4158  -2.6724
O  2.2169  3.2940  -1.5770
H  1.8726  1.3437  -2.4799
H  0.8009  2.6957  -2.8910
H  2.5688  2.5811  -3.4579
H  3.0361  2.9079  -1.2584
C  -0.8465  -1.6109  3.2756
O  0.2019  -1.3130  4.1224
H  -1.3593  -0.7470  2.8527
H  -0.5679  -2.2808  2.4621
H  -1.5695  -2.1902  3.8497
H  1.0394  -1.5083  3.6957
C  -6.0154  1.0097  0.2213
O  -6.8001  -0.0790  -0.0364
H  -6.5504  1.6087  0.9582
H  -5.0483  0.6866  0.6065
H  -5.9307  1.6882  -0.6276
H  -7.4968  0.1154  -0.6676

Values from the calculation:
* energy: -1657.6498 Ha
* molecular weight: 498.747 g/mol
* Kohn-Sham gap (alpha / beta): 0.27538 / 0.05179 hartree
* net charge: +1
* E_HOMO (alpha / beta): -10.68 / -10.63 eV
* max |F|: 3.76 eV/Å
* spin multiplicity: 2
* LUMO level (alpha / beta): -0.1172 / -0.3387 Eh

These are the Löwdin partial charges, in e, on atoms 1 to 5: C -0.0669; C -0.2961; O -0.1207; H 0.0605; H 0.0455

Question: What is the formula in the fourth record?
Answer: C20H25F4N3O9S

Question: The highest energy belongs to which entry?
Answer: C3H5N2

Question: What is the energy in the sixth record?
Answer: -1657.6498 Ha